ORCA calculation (the ωB97M-V functional and the def2-TZVPD basis) on one molecule with the formula C21H27N3O5.

The geometry in XYZ format:
```
56
Properties=species:S:1:pos:R:3:forces:R:3
O -2.3244 -0.6864 2.0356 0.01 0.06 0.01
O 4.5914 0.9491 2.1290 0.20 -0.11 0.00
O 2.1219 -1.7789 0.2700 0.26 -0.26 0.28
O -2.3239 2.6734 -0.2935 -0.10 0.24 -0.17
O 0.0181 -1.9579 -0.5974 -0.19 0.14 0.05
N 1.2214 1.3073 1.4126 -0.83 0.36 -0.10
N 2.3763 0.8201 1.8702 0.06 -0.94 0.60
N 1.4646 -0.5836 -1.5403 -0.22 0.17 -0.24
C -3.5252 0.8098 0.6538 -0.04 0.26 -0.19
C -0.1821 -3.1063 1.5915 0.07 0.23 -0.18
C 3.5397 2.8013 1.0154 0.27 0.02 -0.07
C 2.7778 -0.1267 -1.9425 0.21 0.04 -0.12
C 0.1453 0.6431 1.5831 0.94 -0.24 0.34
C -5.8791 0.6202 0.1741 0.00 -0.12 0.08
C -0.3385 -3.1960 0.0760 -0.07 -0.65 0.21
C -4.6277 2.4610 -0.7387 0.27 0.09 0.01
C -5.8177 1.7836 -0.5898 0.14 0.05 0.00
C 2.5029 2.2931 -1.2673 0.14 -0.12 -0.24
C -1.1140 1.0987 1.0415 -0.65 0.47 -0.44
C -3.4756 1.9756 -0.1183 -0.63 -0.60 0.24
C -1.2100 2.2127 0.2732 0.41 -0.59 0.46
C -4.7455 0.1414 0.7888 0.01 0.08 -0.05
C 0.5231 -4.3269 -0.4897 -0.05 0.35 0.01
C 3.7878 2.5989 -0.4889 -0.24 0.05 0.06
C 1.2787 -1.4873 -0.5442 -0.15 0.24 -0.30
C -1.8099 -3.3980 -0.2858 0.39 0.23 -0.01
C 3.5754 1.4634 1.7193 -0.13 0.48 -0.01
C -2.3162 0.3007 1.3195 0.07 0.27 -0.13
C 2.7346 1.3218 -2.4243 -0.11 -0.03 0.24
H 0.7163 -0.4946 -2.2104 0.02 -0.11 0.08
H 4.2544 3.4971 -0.8973 0.06 -0.06 -0.02
H 0.2024 -5.2781 -0.0749 -0.05 -0.10 0.04
H -6.8173 0.0985 0.2830 -0.08 -0.05 0.01
H 3.4277 -0.2348 -1.0720 0.04 -0.01 -0.09
H -2.4025 -2.5887 0.1318 -0.11 0.07 0.07
H 1.9298 1.4193 -3.1571 0.03 0.00 -0.13
H 4.3460 3.4025 1.4368 -0.06 -0.10 0.09
H 2.4086 -0.1203 2.2733 0.05 0.25 -0.21
H 2.5854 3.2967 1.1829 0.04 0.09 0.00
H -4.7622 -0.7547 1.3906 0.01 -0.07 0.05
H 1.7668 1.8474 -0.5981 -0.01 0.12 -0.14
H 0.4300 -4.3657 -1.5736 -0.03 -0.04 -0.10
H -2.1632 -4.3404 0.1213 -0.04 -0.11 0.06
H -6.7086 2.1591 -1.0696 -0.06 0.05 -0.05
H 4.5030 1.7829 -0.6079 0.11 0.01 -0.03
H 0.8466 -2.8753 1.8526 0.01 -0.06 0.05
H 1.5668 -4.1657 -0.2310 0.07 -0.05 0.02
H 3.1660 -0.7712 -2.7434 0.04 0.05 0.16
H -0.8487 -2.3461 1.9906 -0.01 0.00 0.06
H 3.6725 1.5573 -2.9297 0.01 0.00 -0.11
H -4.5599 3.3633 -1.3256 0.00 0.10 -0.07
H -1.9361 -3.4049 -1.3655 -0.02 -0.05 -0.13
H 0.1219 -0.3055 2.1187 0.05 -0.03 -0.01
H 2.0844 3.2264 -1.6490 -0.08 0.04 0.06
H -0.3506 2.8317 0.0581 -0.01 0.04 -0.05
H -0.4487 -4.0633 2.0324 -0.07 -0.13 0.03
```
Positions in Å, forces in eV/Å.

Calculated values
highest occupied orbital energy = -8.44 eV
relative energy (zero: lowest compared OMol25 entry of this formula, charge and spin) = 2.599 eV
orbital gap = 8.3296 eV
charge = 0

Mulliken population analysis, charges in e, atoms 1 to 4: number 1, O, carries -0.76; number 2, O, carries -0.65; number 3, O, carries -0.65; number 4, O, carries -0.42

ORCA calculation (the ωB97M-V functional and the def2-TZVPD basis) on C21H27N4O2SbSe4SiY as an isolated structure.

The geometry in XYZ format:
```
61
Properties=species:S:1:pos:R:3:forces:R:3
Sb -0.1945 3.6237 4.6819 -0.32 -0.07 -0.47
Y 0.3100 0.5644 1.3859 0.51 0.51 0.24
Se -0.8200 1.2698 3.5342 -0.48 -0.32 0.84
Se -2.0747 4.8756 3.7825 0.02 0.04 0.00
Se -0.1291 3.1214 7.0258 0.08 0.01 0.01
Se 1.9247 4.0272 3.5346 0.00 0.06 -0.28
Si 0.0436 -2.9475 0.1071 -0.08 0.01 -0.04
O -4.6653 2.4202 -3.6649 -0.01 -0.02 0.01
O 0.6119 1.1275 -5.8868 0.00 0.00 0.00
N 0.4741 -1.7170 1.2105 0.04 0.09 -0.11
N 0.9360 1.2344 -0.9611 -0.06 -0.19 0.14
N 2.0320 -0.6788 2.5268 -0.21 -0.11 0.13
N -1.5095 1.6753 0.0749 0.07 -0.15 -0.08
C -0.9570 -2.0937 -1.2378 -0.01 0.00 0.00
C 1.3391 -1.8216 2.2671 0.35 0.09 -0.04
C -0.9950 -4.3455 0.8071 -0.03 0.00 0.02
C -1.4166 1.6950 -1.2617 0.05 -0.17 -0.11
C -2.6630 2.0279 0.6516 0.04 0.10 -0.02
C 2.4200 0.6977 -2.7447 0.01 -0.04 0.02
C 1.5751 -3.7028 -0.6766 0.01 -0.03 0.01
C -4.9017 2.7226 -2.3002 0.01 0.01 0.01
C 0.1131 1.1208 -3.1894 0.01 0.04 0.03
C 2.1520 0.9111 -1.4091 -0.09 0.12 -0.08
C -3.7019 2.3451 -1.4787 -0.01 0.01 -0.01
C 1.6111 0.4953 -5.1094 0.00 -0.01 0.01
C -2.4948 2.0003 -2.0747 0.02 0.13 0.06
C -3.7755 2.3717 -0.0968 -0.01 0.01 0.02
C 2.7755 -0.5603 3.6449 0.03 -0.01 -0.08
C 3.3590 0.7797 3.9305 0.05 -0.11 0.14
C -0.0785 1.3425 -1.8305 0.03 0.04 -0.04
C 1.5105 -2.9433 3.0959 -0.12 -0.07 -0.13
C 2.3282 -2.8386 4.1954 0.03 -0.03 0.02
C 1.3747 0.7922 -3.6552 0.00 -0.01 -0.03
C 2.9647 -1.6384 4.4885 -0.05 0.00 0.04
H -1.6828 -1.3966 -0.8068 -0.01 -0.01 0.00
H 3.7725 0.8218 4.9368 0.07 -0.06 -0.02
H 2.4501 -3.6890 4.8562 0.00 -0.01 -0.01
H -4.6847 2.6552 0.4178 0.00 0.02 -0.01
H 2.2180 -2.9209 -1.0891 -0.01 0.00 -0.01
H -5.0884 3.7937 -2.1632 -0.01 0.00 0.00
H 2.9372 0.8395 -0.6646 -0.01 -0.02 0.01
H 0.9555 -3.8476 2.8904 0.00 0.00 0.01
H -0.7054 1.1925 -3.8876 0.01 0.00 -0.01
H -2.6645 2.0348 1.7371 0.02 0.03 -0.01
H 1.3156 -4.3933 -1.4835 0.00 -0.01 0.01
H 2.5948 1.5602 3.8726 0.07 -0.02 -0.10
H 3.5577 -1.5208 5.3837 0.02 0.00 -0.02
H -1.5175 -2.8119 -1.8409 0.01 0.00 -0.01
H -1.8673 -3.9536 1.3350 0.00 0.00 0.00
H -1.3480 -4.9996 0.0050 0.00 0.00 0.00
H -0.4327 -4.9633 1.5099 0.00 0.00 0.00
H -5.4483 2.6538 -4.1695 0.00 0.02 -0.01
H -5.7739 2.1812 -1.9197 0.00 -0.01 -0.01
H 0.7298 0.8783 -6.8071 -0.01 -0.01 0.00
H 1.5795 -0.5929 -5.2439 0.02 0.00 0.00
H 3.4256 0.4561 -3.0629 0.00 0.00 -0.01
H -0.3059 -1.5314 -1.9136 0.00 0.02 0.01
H 2.1598 -4.2570 0.0618 0.01 0.01 0.00
H 2.6132 0.8371 -5.3873 -0.01 0.02 0.00
H -2.4176 1.9997 -3.1500 0.00 0.01 0.00
H 4.1501 1.0202 3.2160 -0.06 0.07 -0.04
```
Positions in Å, forces in eV/Å.

Calculated values
highest occupied orbital energy = -3.28 eV
relative energy (zero: lowest compared OMol25 entry of this formula, charge and spin) = 0.983 eV
orbital gap = 4.1132 eV
charge = -1

Mulliken population analysis, charges in e, atoms 1 to 4: number 1, Sb, carries 0.75; number 2, Y, carries 0.99; number 3, Se, carries -0.71; number 4, Se, carries -0.70

Which formula does entry 2 have? C21H27N4O2SbSe4SiY

The lowest highest occupied orbital energy belongs to which entry? C21H27N3O5

Which of these has the lowest relative energy (zero: lowest compared OMol25 entry of this formula, charge and spin)? C21H27N4O2SbSe4SiY

Among the records above, which one has the lowest orbital gap? C21H27N4O2SbSe4SiY